Here is a single C21H22N2O6S2 molecule from the Open Molecules 2025 dataset. Energies are from ωB97M-V with the def2-TZVPD basis set.

Each atom is followed by the atoms it is bonded to, with distances in Å.
Positions of all 53 atoms, in Å:
1 H 4.25 3.22 3.23  C5 1.088
2 H 3.10 3.48 4.57  C5 1.097
3 C -2.79 -2.24 -3.27  C10 1.386, C11 1.385, H34 1.080
4 H -0.97 -2.75 -2.27  C11 1.080
5 C 3.33 2.87 3.70  H1 1.088, H2 1.097, H8 1.096, O20 1.407
6 C 3.64 -0.35 -1.26  C27 1.482, C39 1.399, C53 1.391
7 C -2.50 -2.15 -0.89  C11 1.384, H23 1.079, C45 1.379
8 H 3.48 1.83 4.03  C5 1.096
9 H -3.77 0.93 2.57  C33 1.089
10 C -4.10 -1.82 -3.13  C3 1.386, H32 1.080, C48 1.385
11 C -1.99 -2.41 -2.15  C3 1.385, H4 1.080, C7 1.384
12 C 1.81 0.37 0.69  C31 1.403, N40 1.376, C44 1.391
13 H 1.67 0.44 3.36  C51 1.091
14 O -2.65 0.78 -0.44  C16 1.229
15 H 3.48 0.39 2.05  C44 1.077
16 C -2.66 1.01 0.77  O14 1.229, N18 1.353, C33 1.509
17 O -3.38 -1.52 1.82  S29 1.441
18 N -1.53 1.08 1.52  C16 1.353, C50 1.299
19 O 5.84 -0.88 -2.00  C27 1.207
20 O 2.32 2.98 2.73  C5 1.407, C43 1.406
21 H -4.20 2.28 1.50  C33 1.093
22 H 4.52 -1.39 -5.40  C36 1.087
23 H -1.91 -2.27 0.00  C7 1.079
24 H 0.32 3.06 2.54  C43 1.093
25 H 5.09 -0.26 0.29  C39 1.079
26 O 4.16 -0.92 -3.48  C27 1.341, C36 1.419
27 C 4.67 -0.74 -2.25  C6 1.482, O19 1.207, O26 1.341
28 H 1.98 -0.37 -2.63  C53 1.077
29 S -4.45 -1.37 0.87  O17 1.441, O42 1.442, C45 1.796, C49 1.841
30 H -0.10 0.72 3.38  C51 1.092
31 C 1.40 0.16 -0.63  C12 1.403, S46 1.760, C53 1.381
32 H -4.72 -1.69 -4.01  C10 1.080
33 C -3.94 1.22 1.53  H9 1.089, C16 1.509, H21 1.093, C49 1.512
34 H -2.39 -2.44 -4.26  C3 1.080
35 H 5.57 -2.24 -4.23  C36 1.092
36 C 5.09 -1.29 -4.48  H22 1.087, O26 1.419, H35 1.092, H37 1.092
37 H 5.86 -0.52 -4.59  C36 1.092
38 H -5.20 0.66 -0.14  C49 1.087
39 C 4.05 -0.14 0.06  C6 1.399, H25 1.079, C44 1.378
40 N 0.76 0.71 1.51  C12 1.376, C50 1.345, C51 1.445
41 H -5.64 -1.24 -1.74  C48 1.079
42 O -5.62 -2.19 1.06  S29 1.442
43 C 1.06 2.52 3.14  O20 1.406, H24 1.093, C51 1.539, H52 1.098
44 C 3.15 0.22 1.04  C12 1.391, H15 1.077, C39 1.378
45 C -3.80 -1.71 -0.77  C7 1.379, S29 1.796, C48 1.380
46 S -0.34 0.41 -0.81  C31 1.760, C50 1.748
47 H -5.95 0.38 1.46  C49 1.086
48 C -4.61 -1.55 -1.87  C10 1.385, H41 1.079, C45 1.380
49 C -5.02 0.38 0.90  S29 1.841, C33 1.512, H38 1.087, H47 1.086
50 C -0.43 0.78 0.89  N18 1.299, N40 1.345, S46 1.748
51 C 0.85 1.01 2.92  H13 1.091, H30 1.092, N40 1.445, C43 1.539
52 H 0.89 2.76 4.20  C43 1.098
53 C 2.30 -0.21 -1.61  C6 1.391, H28 1.077, C31 1.381

Kohn-Sham gap ... 0.32155 Ha
Total charge ... 0
Total energy ... -59069.8922 eV
SMILES ... COCCn1/c(=N/C(=O)CCS(=O)(=O)c2ccccc2)sc2cc(C(=O)OC)ccc21
Energy above the lowest of the compared OMol25 structures with the same formula, charge and spin ... 8.0 kcal per mole
LUMO level ... 0.2 eV